DFT (ωB97M-V with the def2-TZVPD basis set) results for 2 unconnected molecules or ions with the total composition C4H13NO2.

The geometry in XYZ format:
```
20
C4H13NO2, DFT ωB97M-V with the def2-TZVPD basis set
C -1.736 -1.771 -1.412
C -0.868 -1.209 -0.280
C 0.235 -0.366 -0.832
N -1.757 -0.492 0.629
C -1.340 0.727 1.310
O -2.359 0.995 2.224
H -2.572 -1.107 -1.633
H -2.139 -2.734 -1.119
H -1.202 -1.983 -2.347
H -0.405 -2.066 0.225
H 1.094 -0.869 -1.265
H 0.633 0.229 0.004
H -0.122 0.454 -1.449
H -2.228 -1.058 1.330
H -1.258 1.552 0.592
H -0.380 0.584 1.793
H -2.399 1.912 2.505
O 6.452 2.349 -0.400
H 6.022 3.167 -0.156
H 6.330 1.687 0.282
```

The SMILES is CC(C)NCO.O. For the HOMO energy, the calculation gives -8.46 eV. The calculation puts the largest force on an atom at 2.425 eV/A. The HOMO-LUMO gap is 9.2 eV.

---

DFT (ωB97M-V with the def2-TZVPD basis set) results for a molecular structure, C25H45CeN2OP3Se.

The geometry in XYZ format:
```
78
C25H45CeN2OP3Se, DFT ωB97M-V with the def2-TZVPD basis set
Ce 0.726 0.310 -0.445
P -1.709 -0.525 1.244
P 2.464 -0.782 1.602
P 0.164 -2.410 -1.123
H 0.718 1.828 -2.896
C 0.026 0.966 -2.936
C -1.176 0.940 -2.228
H -1.576 1.829 -1.722
C -2.605 0.705 2.292
C -1.351 -1.741 2.589
C -3.155 -1.321 0.457
C 4.114 -0.459 0.851
C 2.664 0.247 3.096
C 2.752 -2.467 2.263
C -0.960 -2.661 -2.555
C -0.147 -3.879 -0.081
C 1.758 -2.882 -1.893
H 0.303 0.175 -3.641
H -1.931 0.150 -2.371
H -3.271 1.316 1.676
H -1.902 1.397 2.775
H -3.200 0.179 3.054
H -0.566 -1.349 3.256
H -0.990 -2.689 2.167
H -2.279 -1.912 3.163
H -3.579 -0.635 -0.285
H -3.906 -1.547 1.226
H -2.856 -2.236 -0.065
H 4.947 -0.684 1.535
H 4.243 0.575 0.476
H 4.175 -1.223 0.063
H 3.675 0.106 3.507
H 1.928 -0.067 3.854
H 2.541 1.311 2.831
H 3.627 -2.474 2.930
H 2.956 -3.184 1.446
H 1.877 -2.758 2.870
H -0.646 -3.549 -3.123
H -0.920 -1.794 -3.231
H -1.992 -2.808 -2.206
H 0.018 -4.799 -0.669
H -1.187 -3.866 0.284
H 0.555 -3.873 0.771
H 1.651 -3.817 -2.459
H 2.565 -3.027 -1.165
H 2.085 -2.101 -2.588
C 4.887 -1.958 -3.074
C 6.276 -1.887 -3.221
C 6.776 -1.961 -4.523
C 5.911 -2.113 -5.630
C 4.575 -2.465 -5.398
C 4.079 -2.510 -4.089
O 4.278 -1.311 -1.991
H 4.802 -0.565 -1.657
H 6.883 -1.686 -2.340
H 7.841 -1.865 -4.702
H 6.278 -1.960 -6.658
H 3.936 -2.670 -6.257
H 3.089 -2.929 -3.913
C -0.767 4.716 3.381
N -1.510 4.470 2.161
C -1.152 3.652 1.125
Se 0.444 2.681 0.990
N -2.198 3.721 0.229
C -3.250 4.492 0.754
C -4.585 4.586 0.334
C -5.490 5.149 1.252
C -5.064 5.559 2.530
C -3.717 5.470 2.927
C -2.820 4.955 1.988
H -0.736 5.802 3.551
H 0.232 4.282 3.275
H -1.293 4.256 4.226
H -2.282 3.156 -0.619
H -4.846 4.228 -0.674
H -6.543 5.259 0.974
H -5.797 5.959 3.220
H -3.345 5.749 3.912
```

As for the multiplicity: 2. For the HOMO energy (spin up / spin down), the calculation gives -14.66 / -14.66 eV. The calculation puts the largest force on an atom at 3.226 eV/A. The HOMO-LUMO gap (spin up / spin down) is 4.2 / 4.3 eV. Its charge is +3. As for the expectation value of S²: 0.751.

---

DFT (ωB97M-V with the def2-TZVPD basis set) results for 7 unconnected molecules or ions with the total composition C14H26ClF3NO13P2S.

The geometry in XYZ format:
```
61
C14H26ClF3NO13P2S, DFT ωB97M-V with the def2-TZVPD basis set
O 1.865 0.656 -0.305
P 1.406 2.245 0.001
O 2.137 3.310 -1.105
S 2.103 2.764 1.776
P -0.761 2.527 0.123
Cl -1.842 1.724 -1.541
H 1.209 0.281 -0.932
H 1.690 4.177 -1.009
H -1.157 1.852 1.332
H -0.971 3.948 0.230
C -2.955 5.285 1.420
O -2.344 4.751 2.389
O -4.073 5.965 1.822
O -2.692 5.279 0.199
H -3.928 5.740 2.760
O 3.612 3.631 5.000
H 3.549 3.482 4.009
H 4.210 2.961 5.429
H 2.711 3.636 5.422
O -5.885 7.966 3.279
C -6.403 8.555 2.376
O -6.754 9.871 2.426
C -7.446 10.225 1.223
C -7.019 9.195 0.199
C -6.802 7.959 1.052
H -8.522 10.197 1.418
H -7.168 11.237 0.926
H -7.748 9.054 -0.600
H -6.072 9.496 -0.257
H -7.723 7.387 1.183
H -6.009 7.327 0.654
C 4.025 -1.551 -0.377
C 3.656 -2.410 0.815
O 3.845 -3.801 0.515
C 5.094 -4.269 0.631
O 6.043 -3.615 0.960
C 5.120 -5.762 0.323
F 4.403 -6.060 -0.773
F 4.604 -6.490 1.330
F 6.357 -6.227 0.112
H 3.472 -1.868 -1.264
H 3.805 -0.504 -0.178
H 5.087 -1.642 -0.614
H 2.597 -2.283 1.046
H 4.217 -2.124 1.708
C 0.372 -9.392 -2.020
C 1.810 -8.964 -2.285
C 2.232 -7.745 -1.460
C 1.362 -6.577 -1.792
N 0.686 -5.671 -2.055
H -0.338 -8.611 -2.300
H 0.125 -10.280 -2.607
H 0.222 -9.631 -0.962
H 1.924 -8.746 -3.351
H 2.479 -9.798 -2.054
H 3.265 -7.489 -1.675
H 2.150 -7.958 -0.391
C 0.290 -5.853 -5.535
O 0.245 -7.073 -5.318
O 1.334 -5.212 -5.849
O -0.702 -5.072 -5.478
```

For the HOMO energy, the calculation gives -2.41 eV. The calculation puts the largest force on an atom at 3.327 eV/A. The HOMO-LUMO gap is 1.3 eV. Its charge is -1.

---

DFT (ωB97M-V with the def2-TZVPD basis set) results for a molecular structure, C39H32I2InN12O3S.

The geometry in XYZ format:
```
90
C39H32I2InN12O3S, DFT ωB97M-V with the def2-TZVPD basis set
In -0.334 -0.641 1.961
I -5.272 -6.225 4.671
C -4.214 -4.489 4.133
C -4.902 -3.373 3.683
C -4.188 -2.236 3.363
I -5.229 -0.529 2.726
C -2.778 -2.131 3.478
O -2.167 -1.014 3.242
C -2.117 -3.327 3.888
C -0.617 -3.332 3.932
N -0.061 -3.076 2.599
C -0.486 -3.995 1.553
C -1.788 -3.563 0.914
C -2.846 -4.444 0.736
C -4.001 -3.990 0.123
C -4.079 -2.663 -0.269
C -2.981 -1.851 -0.043
N -1.854 -2.296 0.506
C -2.833 -4.463 4.228
H -5.979 -3.388 3.582
H -0.267 -2.520 4.563
H -0.253 -4.284 4.337
H 0.950 -3.012 2.636
H 0.281 -3.982 0.775
H -0.597 -5.021 1.919
H -2.766 -5.467 1.082
H -4.838 -4.661 -0.023
H -4.975 -2.264 -0.723
H -3.003 -0.792 -0.285
H -2.298 -5.339 4.578
O 0.909 -0.582 4.210
N 0.503 0.508 4.826
C 0.068 0.414 6.102
C -0.379 1.505 6.793
C -0.380 2.749 6.160
C 0.064 2.838 4.863
C 0.512 1.705 4.167
S 1.075 1.755 2.553
H 0.102 -0.581 6.516
H -0.737 1.386 7.804
H -0.731 3.631 6.679
H 0.089 3.780 4.335
C 6.469 0.306 -3.057
N 5.990 0.167 -1.698
C 5.532 -0.925 -1.066
N 5.266 -0.644 0.190
C 5.577 0.678 0.277
N 6.015 1.208 -0.843
C 5.445 0.089 -4.150
C 5.836 -0.643 -5.263
C 4.980 -0.813 -6.339
C 3.727 -0.240 -6.318
C 3.316 0.493 -5.201
C 4.167 0.644 -4.106
C 2.002 1.129 -5.296
N 1.255 1.132 -6.351
N 0.165 1.912 -6.073
C 0.297 2.323 -4.855
O 1.442 1.853 -4.291
C -0.623 3.215 -4.155
C -1.645 3.809 -4.901
C -2.497 4.710 -4.297
C -2.364 5.000 -2.945
C -1.385 4.379 -2.186
C -1.325 4.602 -0.690
N -1.792 3.429 0.028
C -1.165 2.281 0.297
N -2.004 1.431 0.859
C -3.161 2.140 0.919
N -3.082 3.348 0.413
C -0.501 3.495 -2.799
H 7.293 -0.394 -3.200
H 6.870 1.317 -3.122
H 5.434 -1.887 -1.543
H 5.467 1.247 1.186
H 6.831 -1.074 -5.291
H 5.301 -1.383 -7.201
H 3.049 -0.335 -7.154
H 3.846 1.222 -3.247
H -1.728 3.567 -5.951
H -3.275 5.188 -4.878
H -3.050 5.693 -2.473
H -1.997 5.403 -0.395
H -0.313 4.849 -0.371
H -0.127 2.095 0.093
H -4.074 1.744 1.330
H 0.289 3.021 -2.227
N -0.121 -0.516 -1.587
C 0.587 -0.160 -0.729
H -0.822 -0.843 -2.218
```

As for the multiplicity: 2. For the HOMO energy (spin up / spin down), the calculation gives -6.14 / -7.42 eV. The calculation puts the largest force on an atom at 1.130 eV/A. The HOMO-LUMO gap (spin up / spin down) is 5.9 / 6.8 eV. As for the expectation value of S²: 0.756.

---

DFT (ωB97M-V with the def2-TZVPD basis set) results for a single C4H5NO2 molecule.

The geometry in XYZ format:
```
12
C4H5NO2, DFT ωB97M-V with the def2-TZVPD basis set
H -1.084 1.504 1.430
N -0.980 0.514 1.198
C -0.271 0.375 0.155
C 0.388 1.474 -0.645
C -0.014 -1.025 -0.323
O -1.026 -2.049 0.095
C 0.187 -2.126 0.612
O 0.813 -2.790 1.373
H -0.142 2.420 -0.500
H 1.427 1.612 -0.321
H 0.404 1.243 -1.716
H 0.299 -1.152 -1.358
```

The SMILES is [H]/N=C(\C)[C@@H]1OC1=O. For the HOMO energy, the calculation gives -10.35 eV. The calculation puts the largest force on an atom at 0.643 eV/A. The HOMO-LUMO gap is 11.0 eV.

---

DFT (ωB97M-V with the def2-TZVPD basis set) results for 8 unconnected molecules or ions with the total composition C59H60F15N3O4PS3.

The geometry in XYZ format:
```
145
C59H60F15N3O4PS3, DFT ωB97M-V with the def2-TZVPD basis set
O 1.745 1.111 0.673
C 1.174 0.156 0.272
F 1.833 -1.043 0.358
N -0.129 0.322 -0.325
C -1.045 -0.331 0.516
O -0.757 -1.140 1.339
F -2.380 0.009 0.449
P -0.218 -0.346 -2.063
C 0.998 0.900 -2.810
C 2.084 0.248 -3.724
C 3.494 0.102 -3.035
S 4.480 -1.192 -3.914
C 4.876 -2.515 -2.778
S 4.915 -2.243 -1.144
N 5.145 -3.862 -3.217
C 6.334 -4.446 -2.822
C 6.239 -5.757 -3.386
N 5.033 -5.864 -4.080
C 4.360 -4.725 -3.976
O -0.593 -1.180 -3.559
C -1.648 -0.493 -4.218
C -2.475 0.176 -3.041
C -3.746 0.971 -3.524
C -5.047 0.341 -2.890
C -5.674 -0.778 -3.802
F -6.631 -0.104 -4.578
F -4.786 -1.293 -4.713
C -6.485 -1.877 -3.015
F -7.518 -2.287 -3.813
F -7.071 -1.221 -1.947
C -5.628 -3.053 -2.396
F -4.343 -2.556 -2.283
F -6.027 -3.242 -1.111
C -5.497 -4.351 -3.270
F -4.245 -4.849 -3.057
F -5.514 -4.044 -4.594
S -6.705 -5.746 -2.952
F -7.242 -5.652 -4.497
F -7.898 -4.774 -2.482
F -6.160 -6.007 -1.461
F -5.582 -6.806 -3.510
F -7.704 -7.003 -2.747
O -1.468 0.868 -2.299
H 0.802 -1.355 -1.907
H -1.103 -1.344 -1.480
H 0.392 1.579 -3.463
H 1.456 1.586 -2.046
H 2.228 0.942 -4.598
H 1.810 -0.746 -4.143
H 3.323 -0.152 -1.964
H 4.023 1.088 -3.061
H 7.149 -4.012 -2.224
H 6.980 -6.567 -3.287
H 3.377 -4.427 -4.368
H -1.212 0.410 -4.752
H -2.201 -1.004 -5.039
H -2.904 -0.506 -2.258
H -3.769 0.909 -4.645
H -3.655 2.062 -3.298
H -5.792 1.179 -2.861
H -4.908 0.021 -1.836
C -6.138 5.500 -4.893
C -6.122 4.111 -4.845
C -5.338 3.394 -5.740
C -4.563 4.065 -6.677
C -4.576 5.454 -6.723
C -5.367 6.171 -5.833
H -6.751 6.059 -4.196
H -6.721 3.587 -4.110
H -5.331 2.311 -5.707
H -3.948 3.505 -7.372
H -3.970 5.977 -7.453
H -5.381 7.254 -5.872
C 1.754 -5.967 2.073
C 1.723 -4.673 1.566
C 0.545 -3.935 1.611
C -0.599 -4.489 2.173
C -0.566 -5.782 2.684
C 0.608 -6.523 2.630
H 2.672 -6.543 2.034
H 2.617 -4.239 1.133
H 0.519 -2.932 1.211
H -1.515 -3.912 2.212
H -1.459 -6.213 3.123
H 0.631 -7.533 3.024
C 1.822 -1.225 -7.451
C 2.039 -0.136 -8.285
C 0.978 0.429 -8.982
C -0.302 -0.090 -8.837
C -0.520 -1.177 -7.999
C 0.542 -1.747 -7.309
H 2.650 -1.667 -6.909
H 3.037 0.273 -8.392
H 1.149 1.275 -9.638
H -1.131 0.353 -9.377
H -1.520 -1.581 -7.884
H 0.372 -2.598 -6.660
C 7.296 -4.513 4.070
C 7.522 -3.410 3.256
C 6.466 -2.827 2.567
C 5.182 -3.341 2.699
C 4.955 -4.441 3.516
C 6.013 -5.031 4.199
H 8.120 -4.970 4.606
H 8.522 -3.005 3.157
H 6.643 -1.971 1.926
H 4.357 -2.882 2.166
H 3.952 -4.840 3.620
H 5.836 -5.892 4.832
C 3.454 -0.973 5.144
C 4.822 -1.154 5.308
C 5.603 -0.126 5.821
C 5.013 1.081 6.179
C 3.645 1.261 6.017
C 2.866 0.235 5.496
H 2.846 -1.774 4.740
H 5.279 -2.097 5.036
H 6.671 -0.265 5.943
H 5.622 1.883 6.583
H 3.185 2.201 6.297
H 1.800 0.378 5.365
C 1.586 5.428 7.956
C 0.886 5.469 9.157
C 1.224 4.602 10.188
C 2.268 3.700 10.023
C 2.970 3.661 8.825
C 2.626 4.523 7.790
H 1.320 6.103 7.150
H 0.075 6.178 9.288
H 0.674 4.629 11.121
H 2.534 3.027 10.829
H 3.785 2.958 8.697
H 3.170 4.489 6.853
C -3.206 8.211 7.140
C -1.838 8.031 7.305
C -1.057 9.060 7.819
C -1.647 10.266 8.178
C -3.016 10.444 8.016
C -3.794 9.419 7.494
H -3.813 7.410 6.736
H -1.380 7.087 7.032
H 0.011 8.921 7.942
H -1.040 11.066 8.583
H -3.476 11.385 8.297
H -4.860 9.561 7.363
```

For the HOMO energy, the calculation gives -5.71 eV. The calculation puts the largest force on an atom at 3.722 eV/A. The HOMO-LUMO gap is 7.0 eV. Its charge is -1.

---

DFT (ωB97M-V with the def2-TZVPD basis set) results for 2 unconnected molecules or ions with the total composition C2H7OS.

The geometry in XYZ format:
```
11
C2H7OS, DFT ωB97M-V with the def2-TZVPD basis set
S -1.478 -1.024 -0.941
H -1.748 -0.947 0.375
C 1.165 1.164 0.301
O 1.525 -0.099 -0.128
C 0.458 1.195 1.677
H 0.518 1.667 -0.429
H 2.066 1.781 0.375
H 0.683 -0.607 -0.238
H -0.606 1.349 1.494
H 0.888 1.988 2.283
H 0.600 0.239 2.175
```

For the HOMO energy, the calculation gives -2.92 eV. The calculation puts the largest force on an atom at 1.081 eV/A. The HOMO-LUMO gap is 7.1 eV. Its charge is -1.

---

DFT (ωB97M-V with the def2-TZVPD basis set) results for a molecular structure, C26H27FN6S.

The geometry in XYZ format:
```
61
C26H27FN6S, DFT ωB97M-V with the def2-TZVPD basis set
C 2.880 4.789 -0.035
C 3.569 4.625 -1.496
F 4.201 5.876 -1.906
C 2.484 4.109 -2.591
C 1.400 3.114 -1.963
C -0.137 3.450 -1.948
C -1.199 2.465 -1.338
N -2.639 2.606 -1.216
S -3.218 1.177 -0.477
N -1.833 0.205 -0.202
C -0.796 1.069 -0.718
C 0.735 0.741 -0.732
C 1.805 1.724 -1.334
C 3.326 1.160 -1.275
C 3.259 -0.281 -2.047
N 3.270 -0.269 -3.372
H 3.394 5.587 0.608
H 1.774 5.125 -0.124
H 2.961 3.740 0.452
H 4.433 3.859 -1.441
H 3.046 3.696 -3.496
H 1.903 5.058 -2.918
H -0.510 4.431 -2.391
H 1.072 -0.274 -0.294
H 3.671 0.954 -0.198
H 4.055 1.838 -1.854
H 3.159 -1.216 -1.399
H 3.354 0.729 -3.637
N -5.177 -2.658 1.129
C -5.969 -3.654 0.698
C -5.776 -4.332 -0.494
C -4.705 -3.961 -1.295
C -3.871 -2.934 -0.875
C -4.147 -2.320 0.336
H -6.795 -3.905 1.357
H -6.446 -5.130 -0.790
H -4.522 -4.467 -2.236
H -3.027 -2.618 -1.475
H -3.522 -1.515 0.709
N 2.481 -3.081 0.400
C 3.312 -4.006 0.908
C 3.246 -5.355 0.600
C 2.262 -5.779 -0.281
C 1.388 -4.846 -0.820
C 1.538 -3.519 -0.452
H 4.062 -3.626 1.594
H 3.946 -6.056 1.038
H 2.177 -6.828 -0.546
H 0.608 -5.143 -1.510
H 0.881 -2.752 -0.850
N -0.648 0.721 3.930
C -1.469 0.692 2.866
C -2.593 1.492 2.737
C -2.893 2.372 3.768
C -2.064 2.421 4.879
C -0.962 1.583 4.911
H -1.193 -0.013 2.090
H -3.222 1.431 1.853
H -3.766 3.014 3.705
H -2.269 3.095 5.701
H -0.281 1.587 5.757
```

For the HOMO energy, the calculation gives -8.68 eV. The calculation puts the largest force on an atom at 5.859 eV/A. The HOMO-LUMO gap is 7.2 eV.